Model A:
DFT (ωB97M-V with the def2-TZVPD basis set) results for the ion C4H13N2 with charge +1.

```
19
Properties=species:S:1:pos:R:3
C 2.122 -0.346 0.756
C 0.629 -0.397 0.541
N 0.227 -1.261 -0.620
C 0.045 0.968 0.250
C -1.467 1.019 0.157
N -1.900 0.005 -0.886
H 2.584 0.413 0.139
H 2.582 -1.272 0.402
H 2.442 -0.203 1.773
H 0.150 -0.801 1.439
H 0.215 -2.225 -0.306
H 1.004 -1.269 -1.294
H 0.376 1.725 0.973
H 0.451 1.390 -0.671
H -1.722 1.992 -0.265
H -2.058 0.930 1.070
H -1.752 0.428 -1.809
H -2.829 -0.374 -0.759
H -1.099 -0.723 -0.891
```

Properties
**Net charge**: +1
**Lowest unoccupied orbital energy**: -0.1101 hartree
**Gap between HOMO and LUMO**: 11.8 eV
**HOMO**: -14.749 eV
**2S+1**: 1

Model B:
DFT (ωB97M-V with the def2-TZVPD basis set) results for a structure of composition C4H13N2.

```
19
Properties=species:S:1:pos:R:3
C -0.676 0.331 1.020
N -1.197 1.365 0.388
C -0.257 -0.770 0.193
N 1.260 2.669 -0.301
C 0.231 -3.192 0.112
C 0.092 -1.908 0.828
H -0.744 0.157 2.092
H 0.013 1.378 0.777
H -1.898 1.868 0.955
H -0.249 1.193 -3.168
H -0.296 -0.694 -0.886
H 0.316 2.578 -0.058
H 1.798 3.176 0.389
H 1.516 3.015 -1.212
H -0.225 -4.010 0.664
H 1.277 -3.412 -0.111
H -0.323 -3.157 -0.828
H -0.861 1.261 -2.757
H 0.224 -1.850 1.901
```

Properties
**Net charge**: +1
**Lowest unoccupied orbital energy**: -0.2171 hartree
**Gap between HOMO and LUMO**: 8.1 eV
**HOMO**: -13.973 eV
**2S+1**: 1

Model C:
DFT (ωB97M-V with the def2-TZVPD basis set) results for the ion C4H13N2 with charge +1.

```
19
Properties=species:S:1:pos:R:3
C -0.063 -1.476 -2.456
N -0.351 -0.359 -1.470
C 0.378 -0.397 -0.293
C -0.351 0.348 0.763
C -0.362 1.781 0.717
N 0.459 -0.041 2.159
H 1.033 -1.815 -2.406
H -0.262 -0.959 -3.396
H -0.782 -2.340 -2.260
H -0.383 0.565 -1.940
H 0.400 -1.476 0.053
H 1.458 -0.036 -0.211
H -1.488 0.027 1.002
H 0.630 2.324 0.642
H -1.045 1.993 -0.089
H -0.846 2.208 1.680
H -0.046 -0.910 2.398
H 0.223 0.678 2.813
H 1.399 -0.116 2.294
```

Properties
**Net charge**: +1
**Lowest unoccupied orbital energy**: -0.1266 hartree
**Gap between HOMO and LUMO**: 9.4 eV
**HOMO**: -12.841 eV
**2S+1**: 1

Tell me which of them is the most stable. Sure, it is model A.

Model A:
DFT (ωB97M-V with the def2-TZVPD basis set) results for the ion C7H10N with charge +1.

```
18
Properties=species:S:1:pos:R:3
C 1.734 0.529 0.316
C 0.710 -0.071 -0.456
C 0.536 -1.545 -0.750
C -0.406 -1.221 0.412
C -1.671 -0.757 0.273
N -1.978 0.249 -0.683
C -2.664 0.166 0.560
C -0.533 0.878 -0.860
H 2.722 -0.124 0.311
H 1.324 0.963 1.264
H 1.934 1.518 -0.205
H 0.179 -1.914 -1.646
H 1.444 -2.072 -0.433
H -0.181 -1.879 1.276
H -3.746 -0.193 0.358
H -2.600 0.866 1.440
H -0.518 1.681 -0.217
H -0.435 1.144 -1.919
```

Properties
**Net charge**: +1
**Lowest unoccupied orbital energy**: -0.1981 hartree
**Gap between HOMO and LUMO**: 9.0 eV
**HOMO**: -14.429 eV
**2S+1**: 1

Model B:
DFT (ωB97M-V with the def2-TZVPD basis set) results for a structure of composition C7H10N.

```
18
Properties=species:S:1:pos:R:3
C -0.453 -0.901 0.234
C -1.648 -1.542 -0.236
C -4.463 0.982 0.101
C 0.506 -0.058 0.407
C -2.341 -0.253 -0.095
C 2.655 0.771 -0.524
C 2.013 -0.065 0.594
N -3.500 0.194 -0.051
H -1.721 -1.776 -1.332
H -2.106 -2.387 0.249
H -4.837 1.220 1.091
H -4.636 1.622 -0.782
H 0.065 0.882 0.713
H 2.087 0.247 -1.419
H 3.684 0.616 -0.542
H 2.382 1.859 -0.386
H 2.297 0.431 1.592
H 2.414 -1.109 0.621
```

Properties
**Net charge**: +1
**Lowest unoccupied orbital energy (alpha / beta)**: -0.1929 / -0.1928 hartree
**Gap between HOMO and LUMO (alpha / beta)**: 7.7 / 7.7 eV
**HOMO (alpha / beta)**: -12.903 / -12.903 eV
**2S+1**: 1

Tell me which of them is the most stable. Sure, it is model A.

Model A:
DFT (ωB97M-V with the def2-TZVPD basis set) results for a structure of composition C7H10N.

```
18
Properties=species:S:1:pos:R:3
C 1.726 -2.387 -0.776
C 1.187 -1.548 -0.115
C 0.607 0.772 0.038
C 1.731 1.460 0.108
C -0.697 1.202 -0.566
C -1.810 0.489 0.216
C -1.376 -0.909 0.437
N 0.522 -0.579 0.577
H 2.215 -3.122 -1.345
H 2.630 1.055 0.539
H 1.797 2.457 -0.286
H -0.808 2.284 -0.521
H -0.721 0.910 -1.620
H -2.008 1.004 1.156
H -2.725 0.492 -0.382
H -1.602 -1.393 1.378
H -1.378 -1.572 -0.421
H 0.712 -0.616 1.582
```

Properties
**Net charge**: +1
**Lowest unoccupied orbital energy**: -0.1531 hartree
**Gap between HOMO and LUMO**: 10.2 eV
**HOMO**: -14.341 eV
**2S+1**: 1

Model B:
DFT (ωB97M-V with the def2-TZVPD basis set) results for the ion C7H10N with charge +1.

```
18
Properties=species:S:1:pos:R:3
C -3.105 -0.127 0.096
N -1.982 0.245 -0.108
C -0.692 0.209 -0.094
C -0.241 -1.164 -0.273
C 1.197 -1.320 0.275
C 1.851 0.012 -0.165
C 0.851 1.059 -0.042
C 0.911 2.338 0.238
H -3.538 -0.231 1.070
H -3.726 -0.209 -0.780
H -0.265 -1.447 -1.230
H -1.031 -1.698 0.113
H 1.037 -1.515 1.371
H 1.760 -2.156 -0.127
H 2.719 0.255 0.458
H 2.301 -0.020 -1.177
H 0.060 3.100 0.247
H 1.893 2.668 0.129
```

Properties
**Net charge**: +1
**Lowest unoccupied orbital energy**: -0.1640 hartree
**Gap between HOMO and LUMO**: 9.9 eV
**HOMO**: -14.370 eV
**2S+1**: 1

Tell me which of them is the most stable. Sure, it is model A.

Model A:
DFT (ωB97M-V with the def2-TZVPD basis set) results for a structure of composition C2H3O3S.

```
9
Properties=species:S:1:pos:R:3
C 0.906 0.209 0.928
C -0.696 0.121 -0.195
O 1.406 1.267 0.697
O 0.917 -0.698 1.692
O -0.928 1.187 -1.079
S -0.381 -1.440 -1.097
H -1.551 -0.086 0.440
H -0.086 1.386 -1.379
H 0.415 -1.947 -0.006
```

Properties
**Net charge**: -1
**Lowest unoccupied orbital energy**: 0.1345 hartree
**Gap between HOMO and LUMO**: 6.7 eV
**HOMO**: -3.077 eV
**2S+1**: 1

Model B:
DFT (ωB97M-V with the def2-TZVPD basis set) results for a cluster of 2 separate species, C2H3O3S in total.

```
9
Properties=species:S:1:pos:R:3
C 1.188 0.279 0.354
C 0.127 -0.527 -0.147
O -1.270 1.235 0.775
O -2.706 0.016 -0.801
O 0.801 -0.951 0.852
S -1.744 -0.104 0.292
H 2.109 0.234 -0.076
H 0.922 1.153 1.033
H 0.572 -1.334 -2.284
```

Properties
**Net charge**: -1
**Lowest unoccupied orbital energy (alpha / beta)**: 0.1383 / 0.1429 hartree
**Gap between HOMO and LUMO (alpha / beta)**: 6.7 / 7.8 eV
**HOMO (alpha / beta)**: -2.966 / -3.870 eV
**2S+1**: 1

Tell me which of them is the most stable. Sure, it is model A.